i) 20
Properties=species:S:1:pos:R:3:mulliken_spin:R:1 method="wB97M-V/def2-TZVPD" multiplicity=2 homo_ev="-3.4344 / -7.9554" lumo_energy_ev="0.799 / 0.745"
H 0.97458 -0.82489 -1.40254 -0.04
C 1.46399 0.67061 1.20201 0.01
N 1.58230 0.73712 2.61056 0.00
H 1.09570 -0.04287 3.18296 0.00
H 2.17155 1.23485 3.16924 0.00
H 2.09764 1.28672 0.65117 0.00
N -1.24539 0.29891 -2.74968 1.51
C 0.52737 -0.19522 0.67159 -0.04
H -0.37309 -2.14047 0.98744 -0.01
H 1.02970 0.76129 -1.26683 0.10
C 0.45453 -0.00285 -0.91690 0.12
H -1.42782 -0.73181 -0.71209 -0.18
C -0.37858 -1.07281 1.47702 0.02
H -1.36726 -0.78720 1.55353 -0.01
H -0.02873 -1.33648 2.43651 0.00
H -2.29000 0.15683 -2.91064 -0.59
H -0.90303 -0.47697 -3.21306 -0.66
H -0.91217 1.18430 -2.98573 -0.66
C -1.00296 0.19073 -1.15193 1.03
H -1.46834 1.09023 -0.63266 0.42

***

ii) 20
Properties=species:S:1:pos:R:3:mulliken_spin:R:1 method="wB97M-V/def2-TZVPD" multiplicity=2 homo_ev="-4.5841 / -8.5907" lumo_energy_ev="1.107 / 1.071"
H -0.18155 -1.14636 2.30972 0.00
H 0.08326 -0.01418 3.61115 0.00
H 0.66775 1.74334 2.32498 0.00
C -0.97459 0.00956 -2.35485 0.73
H 0.51856 -1.44461 -2.84552 0.00
H 1.94420 -0.20400 1.15361 0.00
C 1.28931 0.45771 0.72086 0.02
H 1.65459 1.30707 0.22794 -0.01
N -0.34412 -0.92012 -3.09489 0.10
H 0.08938 -1.26365 -0.14068 0.01
C -0.35423 -0.08290 2.57069 0.00
H 1.26063 -0.78521 -1.22039 0.00
H -0.86418 1.10788 -0.57148 -0.02
H -1.02769 -1.45786 -3.55266 0.00
H -0.56465 1.41759 1.08757 0.01
H -2.10881 0.21971 -2.56061 0.03
H -1.42355 0.02158 2.40896 0.00
N -0.44630 0.35921 -1.14122 0.13
C 0.26863 1.04276 1.62265 -0.01
C 0.51332 -0.36754 -0.55585 -0.01

***

Which of them is most stable? Easy: ii).

***

i) 20
Properties=species:S:1:pos:R:3:lowdin_charge:R:1 method="wB97M-V/def2-TZVPD" multiplicity=1 homo_ev="-8.0643 / -8.3751" lumo_energy_ev="-2.095 / -1.829"
H -1.24739 -1.05260 -0.50080 0.08
C -3.27788 0.80531 0.39804 -0.29
C -0.43422 -0.85206 0.23215 -0.19
C 3.07004 -1.65814 -1.78024 -0.46
S 2.51387 -2.01959 -0.04417 0.58
H 0.98439 0.77695 2.16844 0.13
H 0.49839 -1.25593 -0.33015 -0.02
H 2.77877 -2.46107 -2.37879 -0.01
H 4.09157 -1.55740 -1.86669 -0.01
H -4.03144 1.14348 -0.34297 0.04
H -0.40613 -1.31467 1.18973 0.07
H -3.48010 1.13044 1.37917 0.01
H 2.68386 -0.66597 -2.06147 0.04
N -0.56000 0.55458 0.63985 -0.47
C 0.81679 1.07310 1.01746 -0.15
H 0.81085 2.16605 0.98254 0.00
H -3.23728 -0.25991 0.33283 0.01
P -1.65593 1.56922 -0.22316 0.45
S -1.57961 3.32728 0.70748 0.16
H 1.66145 0.55093 0.48075 0.03

***

ii) 20
Properties=species:S:1:pos:R:3:lowdin_charge:R:1 method="wB97M-V/def2-TZVPD" multiplicity=1 homo_ev=-8.4027 smiles="CNP(S)SC.C=C" lumo_energy_ev=0.545
H 1.01145 2.87609 0.73646 0.04
C 1.93516 2.62696 0.33596 -0.15
H -1.31666 -1.54439 -0.78691 0.04
H -1.46006 -1.91107 1.65021 0.06
P 1.03255 -0.07991 0.22156 0.38
H 2.13511 -2.21976 -0.74129 -0.23
H -0.63571 -1.53940 -3.73439 0.01
H 1.81464 2.59673 -0.72762 0.06
H 2.99528 0.92241 0.85656 0.06
H -1.92205 -0.30971 -2.21010 0.05
N 2.03182 1.21230 0.68126 -0.47
S 2.31043 -1.01881 -1.28655 0.32
C -0.70396 -1.88951 -2.77353 -0.14
H -0.99151 -0.42685 2.37570 -0.02
H 2.82486 3.13669 0.77356 0.10
C -0.73842 -1.44394 2.40865 -0.52
H -0.77798 -1.79192 3.39163 -0.01
S 1.02134 -1.39417 2.03292 0.45
C -1.39469 -1.20545 -1.87962 -0.14
H -0.38558 -3.00135 -2.64726 0.09

***

Which of them is most stable? Easy: ii).

***

i) 9
Properties=species:S:1:pos:R:3:lowdin_charge:R:1 method="wB97M-V/def2-TZVPD" multiplicity=1 homo_ev="-9.6871 / -9.6862" lumo_energy_ev="-0.880 / -0.881"
C 0.95200 0.31792 -0.03861 -0.44
N -2.36012 -0.22304 0.23020 0.11
H -2.64050 0.60664 0.78488 0.13
O 1.97063 -0.55861 -0.40381 -0.03
O 0.01471 -0.17999 0.80621 -0.13
N -1.28164 -0.33691 -0.22148 0.04
H 1.58163 -1.43142 -0.55651 0.09
H 1.42477 1.21774 0.37533 0.12
H 0.33851 0.58768 -0.97620 0.11

***

ii) 9
Properties=species:S:1:pos:R:3:lowdin_charge:R:1 method="wB97M-V/def2-TZVPD" multiplicity=1 homo_ev=-9.7939 smiles="NC(=O)NO" lumo_energy_ev=0.732
O 1.88661 -0.11153 0.02286 -0.03
O -0.33129 1.35771 -0.00459 0.04
C -0.46197 0.12710 -0.02541 -0.57
H 1.62091 0.82057 0.08373 0.08
H -1.84109 -1.37247 -0.47855 0.12
N 0.62084 -0.73536 -0.12702 0.00
H -2.45333 0.12864 -0.13456 0.10
N -1.70401 -0.51848 0.12832 0.12
H 0.58497 -1.53190 0.52661 0.15

***

iii) 9
Properties=species:S:1:pos:R:3:lowdin_charge:R:1 method="wB97M-V/def2-TZVPD" multiplicity=1 homo_ev=-10.3159 smiles=N#[N+][O-].CO lumo_energy_ev=0.895
H -0.09194 0.47868 -1.56431 0.08
O -0.15641 0.23566 -0.63358 -0.17
H 0.01161 2.25942 -0.45759 0.09
N 0.10100 -1.94897 1.25226 0.23
O -0.37483 -2.53317 -0.84612 0.11
H 1.02989 1.08761 0.70774 0.06
N -0.06400 -2.29018 0.22097 -0.35
C 0.12741 1.35589 0.18098 -0.16
H -0.58274 1.35505 1.13965 0.11

***

iv) 9
Properties=species:S:1:pos:R:3:lowdin_charge:R:1 method="wB97M-V/def2-TZVPD" multiplicity=1 homo_ev=-9.2756 smiles="O/N=C/NO" lumo_energy_ev=0.688
H 0.71021 1.52143 0.33269 0.13
O -1.87696 -0.61055 0.21572 -0.14
N 0.81276 -0.39904 -0.03817 -0.07
O 2.18430 -0.26914 -0.05430 -0.11
H -1.49290 -1.44271 -0.46769 0.22
H 2.35340 0.61263 0.63168 0.18
C 0.14287 0.62469 0.01810 -0.22
H -1.71542 1.29407 0.20907 0.08
N -1.26579 0.58533 -0.26265 -0.06

***

Which of them is most stable? Easy: ii).

***

i) 9
Properties=species:S:1:pos:R:3:lowdin_charge:R:1 method="wB97M-V/def2-TZVPD" multiplicity=1 homo_ev=-10.6819 smiles="[H]/N=[N+](/[O-])OC" lumo_energy_ev=0.955
N 1.14133 0.43588 0.08711 -0.39
H -2.08524 0.30699 0.26233 0.11
C -1.22196 -0.47709 0.29006 -0.10
H -1.41852 -1.31777 -0.30236 0.06
O -0.11496 -0.14888 -0.51905 -0.13
H 1.61799 0.50598 -1.66702 0.06
O 1.10956 0.62311 1.25102 0.08
N 1.93112 0.72890 -0.77951 0.19
H -0.95932 -0.65712 1.37741 0.10

***

ii) 9
Properties=species:S:1:pos:R:3:lowdin_charge:R:1 method="wB97M-V/def2-TZVPD" multiplicity=1 homo_ev=-9.3290 smiles="O=NNCO" lumo_energy_ev=0.424
N 1.63360 -0.33925 -0.50071 -0.16
C -0.69356 0.12712 -0.27801 -0.28
H -0.49916 0.15352 -1.41387 0.14
H 0.78853 0.44260 1.25763 0.12
H -0.84524 1.21593 0.12321 0.14
N 0.70221 0.00859 0.36767 -0.02
O -1.76438 -0.74616 -0.17920 -0.06
H -2.09150 -0.58413 0.79804 0.15
O 2.76950 -0.27822 -0.17477 -0.03

***

iii) 9
Properties=species:S:1:pos:R:3:lowdin_charge:R:1 method="wB97M-V/def2-TZVPD" multiplicity=1 homo_ev=-8.5375 lumo_energy_ev=0.643
H -1.26306 0.37943 1.43895 0.10
C 0.52361 -0.53330 0.34002 -0.51
O -1.90469 -0.15587 -0.34931 -0.20
O 0.26492 -1.60434 0.62809 0.15
H 2.32100 -0.27961 -0.57538 0.12
H -2.01562 0.28327 -1.27783 0.12
N -0.94745 0.63148 0.42776 -0.06
N 1.43671 0.13230 -0.29273 0.16
H 1.58458 1.14664 -0.33957 0.13

***

Which of them is most stable? Easy: iii).